--- i ---
Density functional theory data (ωB97M-V with the def2-TZVPD basis set) for one molecule with the formula C11H12N2O2.

Results
Spin multiplicity ... 1
HOMO ... -7.55 eV

Each line ends with the Mulliken charge.
Positions of all 27 atoms, in Å:
C (-3.49, 0.78, 1.57)  -0.500
C (-3.57, -0.14, 0.53)  -0.635
C (-2.24, 1.37, 1.77)  -0.558
C (-2.50, -0.69, -0.12)  -0.180
C (-1.12, 0.91, 1.06)  -0.423
C (-1.28, -0.15, 0.13)  0.531
C (1.39, 0.29, -1.98)  0.037
C (2.00, -0.16, -0.80)  0.512
C (0.02, 0.12, -2.23)  0.840
C (3.37, -0.19, -0.42)  -1.532
C (1.39, -1.22, 1.26)  -1.161
N (-0.22, -0.84, -0.42)  -0.889
N (1.06, -0.62, 0.02)  0.479
O (-0.97, 0.29, -2.83)  -0.462
O (2.13, 1.11, -2.93)  -0.589
H (-4.16, 0.78, 2.43)  0.308
H (-4.49, -0.61, 0.34)  0.375
H (-2.12, 2.06, 2.58)  0.365
H (-2.44, -1.38, -0.93)  0.415
H (-0.21, 1.29, 1.34)  0.461
H (4.01, -0.21, -1.44)  0.320
H (3.71, 0.82, 0.10)  0.260
H (3.74, -1.00, 0.07)  0.526
H (0.45, -1.18, 1.76)  0.445
H (1.76, -2.23, 1.13)  0.318
H (2.12, -0.60, 1.76)  0.417
H (1.64, 1.40, -3.72)  0.319



--- ii ---
Density functional theory data (ωB97M-V with the def2-TZVPD basis set) for one molecule with the formula C11H12N2O2.

Results
Spin multiplicity ... 1
SMILES ... N[C@@H](Cc1c[nH]c2ccccc12)C(=O)O
HOMO ... -8.23 eV

Each line ends with the Mulliken charge.
Positions of all 27 atoms, in Å:
C (2.15, -0.18, 0.32)  0.717
C (3.57, -0.73, -0.19)  0.261
C (1.38, 0.22, -1.00)  -1.519
C (-0.03, 0.68, -0.68)  0.667
C (-0.50, 1.94, -0.62)  -0.645
C (-1.13, -0.24, -0.37)  1.144
C (-2.21, 0.58, -0.19)  -0.424
C (-1.21, -1.66, -0.15)  -0.647
C (-3.49, 0.07, 0.15)  -0.680
C (-2.48, -2.10, 0.18)  -0.639
C (-3.64, -1.27, 0.28)  -0.581
H (1.71, 1.68, 1.22)  0.174
H (2.66, 0.75, 2.15)  0.226
H (1.62, -1.04, 0.76)  0.266
H (1.29, -0.74, -1.46)  0.397
H (1.93, 0.92, -1.61)  0.506
H (0.00, 2.85, -0.88)  0.458
H (-2.41, 2.70, -0.03)  0.185
H (-0.43, -2.38, -0.29)  0.465
H (-4.35, 0.65, 0.44)  0.314
H (-2.64, -3.11, 0.52)  0.357
H (-4.68, -1.59, 0.32)  0.370
H (4.10, 0.78, 0.73)  0.475
N (2.39, 0.97, 1.22)  -0.732
N (-1.80, 1.93, -0.26)  -0.012
O (3.68, -1.79, -0.73)  -0.568
O (4.52, 0.09, 0.15)  -0.536



Stability comparison, relative energies in hartree: i 0.1612; ii 0.0000



--- i ---
Density functional theory data (ωB97M-V with the def2-TZVPD basis set) for an isolated ion of composition C2H4NO3S and charge -1.

Results
Charge ... -1
Spin multiplicity ... 1
SMILES ... [H]/N=C(/C)S(=O)(=O)[O-]
HOMO ... -4.75 eV

Each line ends with the Mulliken charge.
Positions of all 11 atoms, in Å:
C (0.10, -0.51, -0.10)  0.477
C (0.21, 0.14, -1.46)  -1.107
N (0.36, -1.66, 0.11)  -0.687
O (0.92, 1.47, 1.35)  -0.655
O (-1.43, 1.49, 0.57)  -0.686
O (-0.80, -0.17, 2.31)  -0.676
S (-0.33, 0.69, 1.22)  1.072
H (-0.71, -0.04, -2.01)  0.225
H (0.34, 1.10, -1.18)  0.400
H (1.02, -0.39, -1.91)  0.340
H (0.35, -2.12, 1.10)  0.296



--- ii ---
Density functional theory data (ωB97M-V with the def2-TZVPD basis set) for a 2-piece molecular cluster, C2H4NO3S overall.

Results
Charge ... -1
Spin multiplicity ... 1
HOMO ... -5.07 eV

Each line ends with the Mulliken charge.
Positions of all 11 atoms, in Å:
C (0.83, -0.93, 0.73)  0.465
C (0.62, -1.49, -0.58)  -0.756
N (1.31, -0.67, 1.75)  -0.541
O (-0.02, 1.49, -1.03)  -0.618
O (-1.63, 2.78, 0.34)  -0.674
O (-1.74, 0.29, 0.28)  -0.551
S (-0.94, 1.46, 0.11)  0.798
H (-0.08, 1.64, 1.16)  0.019
H (0.83, -0.62, -1.18)  0.284
H (-0.51, -1.69, -0.75)  0.234
H (1.33, -2.25, -0.82)  0.338



Stability comparison, relative energies in hartree: i 0.0000; ii 0.0020



--- i ---
Density functional theory data (ωB97M-V with the def2-TZVPD basis set) for one molecule with the formula C16H23N3O3.

Results
Spin multiplicity ... 1
SMILES ... CCOC(CNC(=O)Cn1nc(C)c2ccccc21)OCC
HOMO ... -8.06 eV

Each line ends with the Mulliken charge.
Positions of all 45 atoms, in Å:
C (0.13, -4.13, 4.68)  -1.167
C (0.95, -3.62, 3.50)  -0.228
H (1.68, -4.38, 3.20)  0.326
H (1.48, -2.70, 3.77)  0.297
O (0.16, -3.40, 2.34)  -0.368
C (-0.47, -2.15, 2.29)  0.443
O (0.42, -1.08, 2.15)  -0.412
C (1.34, -1.14, 1.06)  -0.037
C (2.09, 0.19, 1.02)  -1.194
H (2.56, 0.38, 1.97)  0.354
H (1.39, 0.99, 0.80)  0.176
H (2.84, 0.15, 0.24)  0.408
H (2.04, -1.97, 1.22)  0.321
H (0.82, -1.31, 0.12)  0.254
C (-1.51, -2.22, 1.15)  -1.121
N (-1.99, -0.90, 0.82)  -0.091
C (-1.67, -0.29, -0.34)  0.756
O (-1.17, -0.87, -1.28)  -0.631
C (-2.04, 1.20, -0.40)  -1.196
N (-1.06, 1.91, -1.16)  0.784
C (-0.94, 2.01, -2.51)  0.511
C (-1.76, 1.60, -3.56)  -0.549
C (-1.35, 1.89, -4.83)  -0.710
C (-0.14, 2.56, -5.08)  -0.520
C (0.68, 2.97, -4.06)  -0.712
C (0.28, 2.69, -2.75)  0.510
C (0.81, 2.93, -1.45)  0.732
N (0.00, 2.45, -0.54)  -1.060
C (2.09, 3.60, -1.10)  -1.444
H (2.09, 4.62, -1.49)  0.407
H (2.93, 3.07, -1.54)  0.305
H (2.20, 3.63, -0.02)  0.365
H (1.60, 3.49, -4.25)  0.418
H (0.14, 2.76, -6.11)  0.375
H (-1.95, 1.58, -5.67)  0.382
H (-2.68, 1.06, -3.37)  0.377
H (-2.07, 1.63, 0.60)  0.454
H (-3.02, 1.30, -0.88)  0.320
H (-2.28, -0.33, 1.60)  0.285
H (-1.05, -2.64, 0.25)  0.436
H (-2.33, -2.87, 1.46)  0.320
H (-0.99, -1.92, 3.23)  0.140
H (-0.58, -3.38, 5.01)  0.301
H (-0.42, -5.02, 4.39)  0.296
H (0.79, -4.37, 5.51)  0.390



--- ii ---
Density functional theory data (ωB97M-V with the def2-TZVPD basis set) for one molecule with the formula C16H23N3O3.

Results
Spin multiplicity ... 1
SMILES ... CC(=O)N[C@H](CC(C)C)C(=O)NC(=O)NCc1ccccc1
HOMO ... -8.90 eV

Each line ends with the Mulliken charge.
Positions of all 45 atoms, in Å:
C (0.56, 2.48, -2.42)  -1.421
C (0.33, 1.22, -1.62)  0.701
O (-0.17, 1.19, -0.52)  -0.579
N (0.80, 0.09, -2.23)  -0.206
H (1.07, 0.14, -3.20)  0.333
C (0.47, -1.22, -1.69)  0.435
C (-0.93, -1.69, -2.10)  -1.306
H (-1.32, -2.30, -1.28)  0.395
H (-1.58, -0.82, -2.20)  0.278
C (-0.97, -2.52, -3.39)  0.962
C (-2.39, -3.02, -3.62)  -1.640
H (-2.44, -3.65, -4.51)  0.429
H (-3.07, -2.18, -3.76)  0.359
H (-2.73, -3.61, -2.77)  0.408
C (-0.50, -1.72, -4.61)  -1.403
H (-0.66, -2.29, -5.52)  0.466
H (-1.05, -0.79, -4.69)  0.299
H (0.57, -1.50, -4.55)  0.259
H (-0.31, -3.39, -3.27)  0.259
H (1.23, -1.93, -2.05)  0.443
C (0.60, -1.16, -0.16)  0.175
O (-0.23, -1.63, 0.59)  -0.763
N (1.80, -0.66, 0.25)  -0.112
C (2.17, -0.24, 1.55)  0.405
O (3.21, 0.37, 1.67)  -0.670
N (1.34, -0.61, 2.52)  -0.067
H (0.45, -1.01, 2.25)  0.324
C (1.47, -0.09, 3.87)  -1.349
C (0.51, 1.06, 4.10)  0.676
C (-0.58, 0.92, 4.94)  -0.468
C (-1.47, 1.97, 5.11)  -0.526
C (-1.27, 3.16, 4.44)  -0.407
C (-0.18, 3.30, 3.59)  -0.733
C (0.71, 2.26, 3.43)  -0.047
H (1.56, 2.36, 2.77)  0.417
H (-0.02, 4.23, 3.07)  0.382
H (-1.96, 3.98, 4.57)  0.378
H (-2.32, 1.86, 5.77)  0.370
H (-0.74, -0.01, 5.46)  0.319
H (1.28, -0.90, 4.58)  0.423
H (2.50, 0.25, 3.98)  0.427
H (2.43, -0.31, -0.46)  0.291
H (1.61, 2.58, -2.69)  0.348
H (-0.03, 2.45, -3.34)  0.347
H (0.26, 3.34, -1.83)  0.388



Stability comparison, relative energies in hartree: i 0.0809; ii 0.0000